# 1
Computed, not measured: the molecule C15H12BrN3O2S3 in a non-equilibrium geometry, with the ωB97M-V functional and the def2-TZVPD basis.

Geometry (Å):
O1 5.01 -1.20 -1.58
C1 3.85 -1.46 -1.77
C2 3.14 -2.61 -1.06
N1 1.94 -2.21 -0.36
C3 1.73 -0.91 0.02
O2 2.54 -0.02 -0.14
C4 0.40 -0.76 0.63
C5 -0.01 0.45 1.08
C6 -1.25 0.84 1.69
C7 -2.30 -0.04 1.97
C8 -3.46 0.41 2.57
C9 -3.62 1.75 2.89
C10 -2.58 2.63 2.61
Br1 -2.78 4.47 3.05
C11 -1.41 2.20 2.02
S1 -0.43 -2.30 0.62
C12 0.93 -3.10 -0.16
S2 0.95 -4.67 -0.57
N2 3.15 -0.80 -2.75
C13 1.86 -0.94 -3.18
N3 1.04 -1.82 -2.81
C14 -0.25 -1.75 -3.42
C15 -0.29 -0.65 -4.51
S3 1.30 0.23 -4.40
H1 3.86 -3.05 -0.35
H2 2.86 -3.37 -1.80
H3 0.72 1.24 0.94
H4 -2.20 -1.09 1.73
H5 -4.26 -0.28 2.78
H6 -4.52 2.11 3.36
H7 -0.62 2.90 1.81
H8 3.67 -0.03 -3.17
H9 -0.49 -2.73 -3.84
H10 -0.98 -1.54 -2.63
H11 -1.09 0.07 -4.34
H12 -0.37 -1.07 -5.51

LUMO	-1.10	eV
molar mass	442.38	g/mol
structure (SMILES)	O=C(CN1C(=O)/C(=C/c2cccc(Br)c2)SC1=S)NC1=NCCS1
DFT total energy	-4662.1679	Ha

***

# 2
Computed, not measured: a structure of composition C15H12CeNO7P2 in a non-equilibrium geometry, with the ωB97M-V functional and the def2-TZVPD basis.

Geometry (Å):
Ce1 0.75 1.37 0.07
C1 4.23 -1.46 -0.55
C2 3.65 -2.72 -0.67
C3 2.27 -2.89 -0.70
C4 1.44 -1.77 -0.63
C5 2.04 -0.52 -0.52
C6 3.41 -0.34 -0.47
C7 -0.04 -1.80 -0.63
C8 -0.78 -3.00 -0.66
C9 -2.14 -2.94 -0.64
C10 -2.79 -1.69 -0.61
C11 -4.20 -1.57 -0.61
C12 -4.79 -0.33 -0.61
C13 -3.99 0.83 -0.60
C14 -2.62 0.73 -0.58
C15 -1.99 -0.53 -0.59
N1 -0.62 -0.60 -0.59
H1 5.31 -1.37 -0.53
H2 4.29 -3.59 -0.73
H3 1.87 -3.89 -0.78
H4 3.86 0.65 -0.37
H5 -0.26 -3.94 -0.70
H6 -2.73 -3.85 -0.66
H7 -4.80 -2.47 -0.63
H8 -5.86 -0.24 -0.62
H9 -4.46 1.80 -0.60
H10 -2.03 1.65 -0.59
O1 1.94 1.81 2.25
P1 0.47 2.33 2.76
O2 0.29 2.58 4.17
O3 -0.30 1.26 1.93
O4 0.33 3.64 1.81
P2 0.54 4.24 0.33
O5 2.01 3.59 -0.02
O6 0.40 5.67 0.21
O7 -0.23 3.19 -0.54
H11 2.74 2.03 2.75
H12 2.81 4.13 0.13

LUMO (spin up / spin down)	-5.03 / -5.06	eV
charge	+1
molar mass	520.33	g/mol
energy above the lowest of the compared OMol25 structures with the same formula, charge and spin	0.00	kJ/mol
DFT total energy	-2318.1553	Ha

***

# 3
Computed, not measured: a structure of composition C15H12Cl2F3IrN3O4SSe, with the ωB97M-V functional and the def2-TZVPD basis.

Geometry (Å):
Ir1 0.07 -1.24 0.23
Cl1 -0.85 3.65 0.30
C1 0.67 2.92 0.34
C2 1.83 3.67 0.39
C3 3.08 3.05 0.44
Cl2 4.46 4.02 0.50
C4 3.21 1.62 0.46
C5 4.43 0.92 0.57
C6 4.40 -0.45 0.63
C7 3.18 -1.13 0.54
N1 2.03 -0.48 0.40
C8 2.04 0.87 0.38
C9 0.74 1.49 0.33
O1 -0.30 0.75 0.31
H1 1.77 4.75 0.38
H2 5.36 1.46 0.63
H3 5.31 -1.02 0.74
H4 3.13 -2.21 0.60
C10 -3.43 -0.46 -2.09
N2 -3.63 0.17 -0.79
C11 -4.34 1.32 -0.55
C12 -4.29 1.55 0.78
N3 -3.55 0.54 1.34
C13 -3.26 0.39 2.77
C14 -3.15 -0.30 0.38
Se1 -2.20 -1.92 0.61
H5 -3.99 0.11 -2.83
H6 -3.80 -1.48 -2.07
H7 -2.38 -0.45 -2.35
H8 -4.83 1.86 -1.34
H9 -4.74 2.33 1.38
H10 -3.80 1.16 3.31
H11 -2.19 0.51 2.94
H12 -3.58 -0.59 3.11
F1 3.09 -2.50 -2.01
C15 2.44 -3.65 -1.88
F2 3.00 -4.38 -0.93
F3 2.42 -4.29 -3.02
S1 0.67 -3.30 -1.36
O2 -0.15 -4.22 -2.03
O3 0.45 -1.81 -1.67
O4 0.65 -3.24 0.14

LUMO (spin up / spin down)	-7.97 / -9.36	eV
charge	+2
molar mass	729.42	g/mol
multiplicity	2
energy above the lowest of the compared OMol25 structures with the same formula, charge and spin	0.00	kJ/mol
DFT total energy	-5167.3999	Ha

***

# 4
Computed, not measured: a structure of composition C15H12Cl7SSbV in a non-equilibrium geometry, with the ωB97M-V functional and the def2-TZVPD basis.

Geometry (Å):
V1 0.89 -0.13 -0.89
Cl1 2.94 0.17 -1.10
C1 2.22 1.77 -1.21
C2 0.83 1.81 -1.06
C3 0.18 3.04 -1.14
Cl2 -1.50 3.15 -0.94
C4 0.94 4.20 -1.38
Cl3 0.17 5.70 -1.50
C5 2.34 4.12 -1.51
Cl4 3.25 5.51 -1.78
C6 3.01 2.87 -1.43
Cl5 4.70 2.73 -1.61
Cl6 -1.38 -0.04 -1.12
C7 -2.06 -1.64 -1.28
C8 -3.40 -1.85 -1.44
C9 -3.83 -3.17 -1.56
C10 -2.94 -4.23 -1.54
C11 -1.57 -4.01 -1.38
Cl7 -0.46 -5.29 -1.37
C12 -1.13 -2.68 -1.25
S1 0.52 -2.25 -1.04
H1 -4.10 -1.03 -1.47
H2 -4.89 -3.37 -1.69
H3 -3.29 -5.25 -1.64
C13 2.28 1.18 2.44
Sb1 0.67 -0.03 1.73
C14 0.88 -1.99 2.53
C15 -1.18 0.79 2.38
H4 2.23 1.18 3.53
H5 2.16 2.20 2.07
H6 3.23 0.75 2.12
H7 0.90 -1.92 3.62
H8 1.81 -2.43 2.18
H9 0.03 -2.60 2.22
H10 -1.14 0.83 3.47
H11 -2.00 0.14 2.07
H12 -1.31 1.79 1.97

LUMO (spin up / spin down)	-12.49 / -12.52	eV
charge	+3
molar mass	645.20	g/mol
energy above the lowest of the compared OMol25 structures with the same formula, charge and spin	0.00	kJ/mol
DFT total energy	-5381.3482	Ha

***

# 5
Computed, not measured: the molecule C15H12ClNO3S in a non-equilibrium geometry, with the ωB97M-V functional and the def2-TZVPD basis.

Geometry (Å):
O1 -0.36 1.58 -0.80
C1 -1.14 0.63 -1.08
C2 -1.81 0.07 0.35
O2 -0.96 -0.28 1.26
C3 0.14 -0.82 1.11
O3 0.44 -1.49 -0.01
C4 1.08 -0.87 2.31
C5 0.93 -0.29 3.34
C6 1.85 -0.16 4.49
C7 3.18 -1.21 4.51
C8 3.75 -0.69 5.68
C9 3.20 0.29 6.48
S1 1.50 0.55 5.80
N1 -1.61 0.05 -2.26
C10 -1.08 0.50 -3.47
C11 0.07 1.47 -3.76
C12 0.27 1.90 -4.91
C13 -0.35 1.38 -5.93
C14 -1.28 0.09 -5.81
C15 -1.64 -0.22 -4.47
Cl1 -2.88 -1.33 -4.30
H1 -2.52 0.74 0.56
H2 -2.18 -0.94 0.03
H3 2.01 -1.55 1.92
H4 0.26 0.26 3.41
H5 3.53 -1.66 3.77
H6 4.71 -1.01 6.01
H7 3.31 0.64 7.62
H8 -2.07 -0.74 -2.16
H9 0.24 1.94 -2.80
H10 1.16 2.59 -5.21
H11 -0.08 1.29 -6.94
H12 -1.95 -0.42 -6.51

LUMO	-0.36	eV
molar mass	321.79	g/mol
structure (SMILES)	O=C(COC(=O)/C=C/c1cccs1)Nc1ccccc1Cl
energy above the lowest of the compared OMol25 structures with the same formula, charge and spin	582.20	kJ/mol
DFT total energy	-1717.2357	Ha

***

# 6
Computed, not measured: the molecule C15H12F3N7S in a non-equilibrium geometry, with the ωB97M-V functional and the def2-TZVPD basis.

Geometry (Å):
C1 -4.59 -2.96 -2.43
C2 -4.86 -3.04 -0.90
N1 -4.54 -1.74 -0.24
C3 -3.22 -1.33 0.00
C4 -3.36 -0.12 0.59
C5 -2.29 0.78 0.99
N2 -1.03 0.50 0.72
N3 -0.23 1.51 1.25
C6 1.12 1.79 1.24
C7 2.19 1.11 0.58
C8 1.99 -0.07 -0.19
N4 3.00 -0.73 -0.82
C9 4.18 -0.16 -0.74
N5 5.07 -0.93 -1.40
C10 4.51 0.96 -0.03
C11 5.92 1.44 -0.09
F1 6.27 1.75 -1.34
F2 6.02 2.55 0.68
F3 6.77 0.52 0.41
C12 3.50 1.63 0.66
C13 1.19 2.95 2.03
N6 -0.09 3.37 2.43
C14 -0.89 2.52 1.90
S1 -2.61 2.22 1.98
C15 -4.77 0.16 0.67
N7 -5.46 -0.83 0.13
H1 -4.81 -3.90 -2.93
H2 -5.17 -2.14 -2.86
H3 -3.52 -2.70 -2.57
H4 -5.93 -3.25 -0.76
H5 -4.26 -3.84 -0.48
H6 -2.32 -1.82 -0.27
H7 1.02 -0.47 -0.29
H8 4.67 -1.85 -1.66
H9 5.98 -0.95 -0.95
H10 3.75 2.47 1.31
H11 2.09 3.52 2.24
H12 -5.26 1.05 1.13

LUMO	0.16	eV
molar mass	379.37	g/mol
structure (SMILES)	CCn1cc(-c2nn3c(-c4cnc(N)c(C(F)(F)F)c4)cnc3s2)cn1
DFT total energy	-1659.8769	Ha

***

# 7
Computed, not measured: the molecule C15H12FN7O3 in a non-equilibrium geometry, with the ωB97M-V functional and the def2-TZVPD basis.

Geometry (Å):
C1 -2.96 -3.13 -3.14
C2 -1.73 -3.75 -3.80
O1 -0.49 -3.04 -3.62
C3 0.07 -3.00 -2.34
O2 -0.41 -3.68 -1.32
C4 1.08 -1.88 -2.07
C5 0.84 -1.06 -0.94
N1 1.45 -1.31 0.13
N2 1.09 -0.39 1.04
C6 0.26 0.42 0.45
C7 -0.34 1.60 0.91
N3 -0.39 2.34 2.09
C8 0.72 2.33 3.00
C9 1.02 1.29 3.88
C10 2.21 1.32 4.57
C11 3.00 2.44 4.69
C12 2.74 3.52 3.85
C13 1.52 3.49 3.05
F1 1.28 4.60 2.32
N4 -1.21 2.28 0.12
C14 -1.48 1.80 -1.16
N5 -2.34 2.20 -2.01
O3 -2.49 1.11 -2.97
N6 -1.56 0.11 -2.53
C15 -0.96 0.56 -1.50
N7 0.01 0.01 -0.79
H1 -2.86 -3.14 -2.03
H2 -3.10 -2.06 -3.37
H3 -3.89 -3.61 -3.48
H4 -1.55 -4.74 -3.30
H5 -1.90 -3.93 -4.86
H6 1.11 -1.26 -2.96
H7 1.93 -2.39 -1.85
H8 -0.79 3.20 1.83
H9 0.48 0.29 3.89
H10 2.39 0.35 5.11
H11 3.89 2.59 5.35
H12 3.36 4.52 3.76

LUMO	-1.23	eV
molar mass	357.30	g/mol
structure (SMILES)	CCOC(=O)Cc1nnc2c(Nc3ccccc3F)nc3nonc3n12
energy above the lowest of the compared OMol25 structures with the same formula, charge and spin	252.72	kJ/mol
DFT total energy	-1287.4974	Ha

***

# 8
Computed, not measured: the molecule C15H12N2O3S in a non-equilibrium geometry, with the ωB97M-V functional and the def2-TZVPD basis.

Geometry (Å):
C1 -6.11 -1.43 0.00
C2 -4.82 -0.70 0.00
N1 -4.70 0.58 0.00
C3 -3.42 1.00 0.00
C4 -3.14 2.46 0.00
C5 -2.48 -0.02 0.00
C6 -1.05 0.08 0.00
O1 -0.55 1.31 0.00
C7 -0.25 -1.03 0.00
C8 1.17 -0.95 0.00
N2 1.78 0.21 0.00
C9 3.15 0.24 0.00
C10 3.82 1.47 0.00
C11 5.20 1.49 0.00
C12 5.93 0.31 0.00
C13 5.28 -0.91 0.00
C14 3.89 -0.95 0.00
O2 3.26 -2.16 0.00
C15 1.91 -2.24 0.00
O3 1.39 -3.33 0.00
S1 -3.30 -1.56 0.00
H1 -6.19 -2.07 0.88
H2 -6.19 -2.06 -0.88
H3 -6.93 -0.71 0.00
H4 -2.55 2.73 0.88
H5 -2.57 2.73 -0.88
H6 -4.08 3.00 0.01
H7 0.45 1.22 0.00
H8 -0.68 -2.02 0.00
H9 3.24 2.38 0.00
H10 5.72 2.44 0.00
H11 7.00 0.34 0.00
H12 5.82 -1.85 0.00

LUMO	-0.86	eV
molar mass	300.34	g/mol
structure (SMILES)	Cc1nc(C)c(/C(O)=C/c2nc3ccccc3oc2=O)s1
energy above the lowest of the compared OMol25 structures with the same formula, charge and spin	82.28	kJ/mol
DFT total energy	-1312.2502	Ha

***

# 9
Computed, not measured: a structure of composition C15H13BCdClO4 in a non-equilibrium geometry, with the ωB97M-V functional and the def2-TZVPD basis.

Geometry (Å):
Cd1 14.27 7.69 5.06
C1 18.54 9.23 4.63
C2 17.09 9.43 4.86
O1 16.43 8.37 5.15
C3 16.54 10.74 4.63
C4 17.27 11.94 4.64
C5 16.64 13.19 4.57
C6 15.26 13.29 4.42
C7 14.50 12.15 4.21
C8 15.05 10.87 4.57
O2 14.22 9.87 4.78
H1 18.61 8.56 3.70
H2 19.02 8.73 5.46
H3 19.04 10.15 4.40
H4 18.33 11.90 4.67
H5 17.30 14.03 4.62
H6 14.78 14.27 4.32
H7 13.45 12.15 4.02
O3 10.07 6.41 5.65
B1 11.39 6.23 5.12
O4 11.90 7.49 4.85
C9 10.86 8.47 4.98
C10 10.60 9.55 4.12
C11 9.29 9.95 3.98
C12 8.23 9.34 4.58
C13 8.49 8.35 5.52
C14 9.76 7.78 5.45
H8 11.37 10.14 3.68
H9 9.15 10.82 3.34
H10 7.25 9.78 4.39
H11 7.74 7.92 6.19
Cl1 13.68 5.04 5.87
C15 12.10 4.81 4.85
H12 11.65 3.98 5.49
H13 12.41 4.38 3.87

LUMO	2.85	eV
charge	-1
molar mass	415.94	g/mol
energy above the lowest of the compared OMol25 structures with the same formula, charge and spin	119.18	kJ/mol
DFT total energy	-1533.1229	Ha

***

# 10
Computed, not measured: a cluster of 2 separate species, C15H13BCl4N2O2 in total in a non-equilibrium geometry, with the ωB97M-V functional and the def2-TZVPD basis.

Geometry (Å):
Cl1 -4.53 -3.24 0.60
B1 -2.97 -2.90 -0.36
Cl2 -2.47 -4.33 -1.43
Cl3 -3.16 -1.33 -1.38
O1 -1.89 -2.61 0.62
C1 -0.74 -2.17 0.28
C2 0.34 -2.14 1.24
C3 1.69 -2.01 0.83
C4 2.72 -1.94 1.76
C5 2.42 -2.07 3.13
Cl4 3.66 -1.90 4.29
C6 1.10 -2.32 3.55
C7 0.08 -2.40 2.61
H1 -0.59 -1.92 -0.78
H2 1.87 -1.94 -0.25
H3 3.75 -1.76 1.46
H4 0.88 -2.45 4.60
H5 -0.94 -2.63 2.93
C8 2.55 1.64 -3.23
O2 1.72 2.79 -3.03
C9 0.72 2.71 -2.12
C10 0.49 1.51 -1.37
C11 -0.58 1.50 -0.50
C12 -1.36 2.67 -0.34
C13 -1.14 3.85 -1.05
C14 -0.08 3.87 -1.96
N1 -2.31 2.33 0.62
C15 -2.10 1.02 0.99
N2 -1.08 0.50 0.33
H6 3.24 1.99 -3.99
H7 3.07 1.36 -2.31
H8 1.96 0.79 -3.59
H9 1.08 0.60 -1.44
H10 -1.79 4.72 -0.91
H11 0.16 4.73 -2.57
H12 -3.05 2.91 0.98
H13 -2.74 0.58 1.76

LUMO	-1.59	eV
molar mass	405.90	g/mol
DFT total energy	-2705.1494	Ha

***

# 11
Computed, not measured: a structure of composition C15H13BF4IO3Re in a non-equilibrium geometry, with the ωB97M-V functional and the def2-TZVPD basis.

Geometry (Å):
Re1 -2.18 -1.56 1.30
O1 -0.25 -0.85 0.74
C1 -0.16 0.15 -0.36
C2 -1.61 0.45 -0.76
O2 -1.93 1.28 -1.53
O3 -2.52 -0.40 -0.17
C3 0.60 1.35 0.18
C4 0.22 2.67 -0.02
C5 0.99 3.70 0.50
C6 2.13 3.43 1.23
C7 2.53 2.12 1.43
C8 1.77 1.08 0.90
C9 0.57 -0.50 -1.55
C10 1.34 -1.64 -1.35
C11 2.06 -2.20 -2.40
C12 2.00 -1.62 -3.66
C13 1.24 -0.48 -3.85
C14 0.53 0.08 -2.80
H1 0.27 -0.51 1.49
H2 -0.68 2.90 -0.58
H3 0.68 4.73 0.34
H4 2.72 4.24 1.64
H5 3.44 1.90 1.98
H6 2.13 0.06 1.02
H7 1.39 -2.11 -0.37
H8 2.67 -3.08 -2.23
H9 2.55 -2.07 -4.48
H10 1.20 -0.02 -4.83
H11 -0.05 0.98 -2.97
F1 -1.53 0.43 2.82
B1 -2.12 0.42 4.06
F2 -1.41 0.81 5.09
F3 -3.33 -0.08 4.15
F4 -1.69 -2.38 2.89
I1 -4.75 -2.58 1.49
C15 -2.98 -3.25 0.44
H12 -3.17 -3.25 -0.63
H13 -2.67 -4.20 0.85

LUMO (spin up / spin down)	-5.32 / -4.96	eV
charge	+1
molar mass	641.18	g/mol
multiplicity	2
energy above the lowest of the compared OMol25 structures with the same formula, charge and spin	35.59	kJ/mol
DFT total energy	-1605.3272	Ha

***

# 12
Computed, not measured: a structure of composition C15H13Cl5FNPbSi, with the ωB97M-V functional and the def2-TZVPD basis.

Geometry (Å):
Pb1 -1.78 -0.81 1.26
Cl1 -3.26 -2.81 2.62
C1 -3.56 -3.11 0.90
C2 -2.83 -2.32 0.02
C3 -3.03 -2.52 -1.33
Cl2 -2.15 -1.54 -2.46
C4 -3.94 -3.47 -1.80
Cl3 -4.17 -3.70 -3.47
C5 -4.66 -4.25 -0.87
Cl4 -5.76 -5.41 -1.42
C6 -4.47 -4.07 0.51
Cl5 -5.33 -4.99 1.65
C7 1.36 -0.90 -1.51
Si1 1.11 0.93 -1.28
C8 2.37 1.91 -2.23
C9 -0.60 1.55 -1.65
N1 1.13 1.04 0.54
C10 1.88 1.67 1.36
C11 2.97 2.59 1.01
C12 3.68 3.22 1.96
C13 3.37 3.00 3.33
C14 2.36 2.15 3.77
C15 1.64 1.49 2.81
F1 0.69 0.67 3.15
H1 1.31 -1.12 -2.58
H2 0.60 -1.51 -1.02
H3 2.34 -1.22 -1.16
H4 2.19 1.71 -3.29
H5 3.40 1.61 -2.02
H6 2.27 2.99 -2.09
H7 -0.77 1.48 -2.73
H8 -0.72 2.60 -1.37
H9 -1.40 0.98 -1.18
H10 3.19 2.74 -0.04
H11 4.48 3.90 1.71
H12 3.95 3.52 4.08
H13 2.15 2.00 4.82

LUMO	-9.48	eV
charge	+2
molar mass	638.83	g/mol
DFT total energy	-3516.6883	Ha

***

# 13
Computed, not measured: a structure of composition C15H13CoN3O2S5, with the ωB97M-V functional and the def2-TZVPD basis.

Geometry (Å):
Co1 -0.10 -0.29 -0.31
O1 0.39 0.99 1.78
C1 -0.33 2.20 1.83
C2 -1.22 2.42 0.62
C3 -2.03 3.54 0.59
C4 -2.81 3.78 -0.53
C5 -2.75 2.90 -1.59
C6 -1.92 1.80 -1.49
N1 -1.17 1.55 -0.40
H1 1.28 1.16 1.42
H2 0.36 3.04 1.91
H3 -0.94 2.19 2.73
H4 -2.04 4.22 1.44
H5 -3.45 4.65 -0.57
H6 -3.32 3.05 -2.49
H7 -1.81 1.08 -2.29
O2 4.52 -1.38 -5.13
C7 3.69 -1.20 -4.28
S1 4.08 -0.70 -2.62
C8 2.43 -0.65 -2.03
C9 1.46 -0.97 -2.89
S2 -0.27 -0.99 -2.55
S3 1.95 -1.39 -4.52
S4 2.20 -0.23 -0.35
N2 -1.77 -5.53 4.22
C10 -1.88 -5.56 2.88
S5 -2.43 -6.89 2.09
C11 -1.45 -4.30 2.17
C12 -1.42 -4.26 0.79
C13 -1.03 -3.11 0.14
N3 -0.69 -1.99 0.79
C14 -0.71 -2.02 2.13
C15 -1.08 -3.14 2.84
H8 -2.02 -6.35 4.73
H9 -1.37 -4.75 4.72
H10 -1.68 -5.14 0.22
H11 -0.97 -3.05 -0.94
H12 -0.40 -1.11 2.63
H13 -1.07 -3.06 3.92

LUMO (spin up / spin down)	-1.06 / -1.12	eV
molar mass	486.56	g/mol
multiplicity	4
energy above the lowest of the compared OMol25 structures with the same formula, charge and spin	0.00	kJ/mol
DFT total energy	-4267.9292	Ha